[1]
The following is a DFT calculation (the ωB97M-V functional and the def2-TZVPD basis) of a single C3H9Cl2NSi molecule in a non-equilibrium geometry.

```
16
Properties=species:S:1:pos:R:3:nbo_charge:R:1
Cl -2.31 -1.38 0.79 -0.04
Cl -3.84 0.84 -0.22 -0.04
Si -0.57 1.12 -0.24 1.30
N 0.88 0.27 -0.04 -0.88
C -2.40 -0.18 -0.50 -0.57
C 1.91 -0.18 -0.90 -0.40
C 0.80 -0.47 1.19 -0.45
H -2.30 -0.67 -1.46 0.22
H 1.03 0.20 2.02 0.19
H -0.24 -0.89 1.47 0.22
H 2.12 -1.27 -0.99 0.19
H 2.88 0.09 -0.33 0.18
H 1.91 0.31 -1.88 0.21
H -0.59 1.63 1.24 -0.16
H 1.45 -1.36 1.22 0.21
H -0.72 1.94 -1.38 -0.19
```

Multiplicity   1
HOMO level   -8.39 eV
LUMO level   0.0261 Eh
Relative energy (zero: lowest compared OMol25 entry of this formula, charge and spin)   119.1 kcal/mol
Charge   0
Structure (SMILES)   CN(C)[SiH2]C(Cl)Cl


[2]
The following is a DFT calculation (the ωB97M-V functional and the def2-TZVPD basis) of 2 unconnected molecules or ions with the total composition C3H9ClNO2PS in a non-equilibrium geometry.

```
18
Properties=species:S:1:pos:R:3:nbo_charge:R:1
Cl 1.07 0.14 2.99 -0.21
S 1.10 -0.71 1.12 2.08
P -1.71 0.03 1.69 0.32
O 2.23 -0.11 0.47 -0.92
O 1.12 -2.10 1.27 -0.89
N -0.66 -0.84 -0.77 -0.62
C 0.35 -1.08 -1.78 -0.45
C -0.38 -0.06 0.36 -0.36
C 0.33 2.40 -0.15 -0.52
H -1.51 -0.60 -1.24 0.39
H -2.82 0.27 0.91 -0.03
H 0.08 -1.23 -2.80 0.22
H 1.25 1.93 0.26 0.22
H 1.07 -0.16 -2.01 0.20
H -2.22 -1.24 1.77 -0.02
H 1.02 -1.91 -1.49 0.22
H 0.02 2.33 -1.22 0.19
H -0.35 2.96 0.61 0.20
```

Multiplicity   1
HOMO level (spin up / spin down)   -8.69 / -8.53 eV
LUMO level (spin up / spin down)   -0.0325 / -0.0016 Eh
Relative energy (zero: lowest compared OMol25 entry of this formula, charge and spin)   117.8 kcal/mol
Charge   0


[3]
The following is a DFT calculation (the ωB97M-V functional and the def2-TZVPD basis) of a molecular structure, C3H9ClNO5S2.

```
21
Properties=species:S:1:pos:R:3:nbo_charge:R:1
Cl -2.82 1.66 0.76 -0.09
S 0.56 0.23 0.40 2.29
S 3.12 -0.66 0.66 2.17
O 3.01 -1.89 1.40 -0.98
O 0.47 1.67 0.20 -1.00
O 4.34 -0.46 -0.09 -0.99
O 0.67 1.73 -2.82 -0.97
O 0.35 -0.20 1.77 -0.99
N 1.88 -0.35 -0.30 -1.24
C -2.56 -0.05 1.20 -0.37
C -0.69 -0.55 -0.62 -0.68
C -2.05 -0.87 0.03 -0.41
H 1.41 2.31 -3.01 0.46
H 0.62 1.74 -1.85 0.50
H 3.07 0.34 1.57 -0.07
H -2.81 -0.80 -0.75 0.21
H -2.05 -1.91 0.35 0.21
H -3.55 -0.42 1.47 0.20
H -1.92 -0.10 2.07 0.25
H -0.81 0.04 -1.52 0.25
H -0.21 -1.48 -0.91 0.25
```

Multiplicity   1
HOMO level   -5.63 eV
LUMO level   0.1145 Eh
Charge   -1


[4]
The following is a DFT calculation (the ωB97M-V functional and the def2-TZVPD basis) of a single C3H9ClNPS molecule in a non-equilibrium geometry.

```
16
Properties=species:S:1:pos:R:3:nbo_charge:R:1
Cl -2.48 -0.08 -1.65 -0.30
S -1.49 1.73 1.04 -0.52
P -1.02 0.41 -0.26 1.39
N -0.51 -1.08 0.28 -0.99
C 1.69 1.17 -0.42 -0.62
C 0.51 0.90 -1.33 -0.68
C -0.84 -1.58 1.54 -0.41
H 0.18 1.82 -1.76 0.24
H 1.73 2.15 0.10 0.23
H -0.78 -0.65 2.20 0.23
H -1.65 -2.19 1.52 0.18
H -0.20 -1.80 -0.44 0.41
H 0.74 0.12 -1.98 0.22
H -0.06 -2.28 1.92 0.19
H 1.69 0.37 0.34 0.21
H 2.49 1.01 -1.09 0.21
```

Multiplicity   1
HOMO level   -9.17 eV
LUMO level   0.0247 Eh
Relative energy (zero: lowest compared OMol25 entry of this formula, charge and spin)   0.0 kcal/mol
Charge   0
Structure (SMILES)   CC[P@@](=S)(Cl)NC


[5]
The following is a DFT calculation (the ωB97M-V functional and the def2-TZVPD basis) of a molecular structure, C3H9CoO3 in a non-equilibrium geometry.

```
16
Properties=species:S:1:pos:R:3:mulliken_spin:R:1
Co 5.02 -2.17 -0.81 4.03
O 3.37 -2.38 -1.89 0.07
O 4.42 -3.89 0.05 -0.12
O 4.87 0.29 -1.65 -0.02
C 3.10 -4.23 -0.39 0.01
C 2.94 -3.70 -1.81 0.02
C 4.76 -4.41 1.32 -0.01
H 1.88 -3.80 -2.09 0.01
H 4.91 -5.49 1.25 0.00
H 5.69 -3.92 1.64 0.02
H 2.98 -5.32 -0.35 0.00
H 4.11 -0.41 -1.93 -0.03
H 3.51 -4.36 -2.50 0.00
H 2.38 -3.75 0.29 -0.01
H 3.97 -4.19 2.05 0.00
H 4.46 0.84 -0.98 0.00
```

Multiplicity   5
HOMO level (spin up / spin down)   -5.88 / -9.47 eV
LUMO level (spin up / spin down)   0.0282 / 0.0049 Eh
Charge   0


[6]
The following is a DFT calculation (the ωB97M-V functional and the def2-TZVPD basis) of 2 unconnected molecules or ions with the total composition C3H9FNP in a non-equilibrium geometry.

```
15
Properties=species:S:1:pos:R:3:nbo_charge:R:1
P -1.86 -0.01 0.87 1.01
F -2.26 1.41 1.63 -0.59
N -0.22 -0.07 1.00 -0.78
C 0.72 0.90 1.57 -0.43
C 0.42 -1.21 0.39 -0.42
C -0.92 -0.07 -2.49 -0.55
H 1.47 0.31 2.07 0.20
H 1.25 -1.01 -0.31 0.21
H 0.48 1.49 2.48 0.23
H -1.64 0.75 -2.80 0.19
H 0.09 -0.02 -2.71 0.15
H -0.34 -1.63 -0.28 0.21
H -1.24 -1.14 -2.27 0.17
H 0.66 -1.92 1.19 0.20
H 1.14 1.62 0.80 0.20
```

Multiplicity   1
HOMO level (spin up / spin down)   -8.76 / -6.45 eV
LUMO level (spin up / spin down)   0.0170 / 0.0037 Eh
Relative energy (zero: lowest compared OMol25 entry of this formula, charge and spin)   30.2 kcal/mol
Charge   0